C3H5ClO | wB97M-V/def2-TZVPD

Results
- HOMO-LUMO gap: 0.3922 Ha
- Relative energy (zero: lowest compared OMol25 entry of this formula, charge and spin): 125.5 kJ/mol
- SMILES: OC/C=C/Cl
- Energy: -17760.477 eV
- Multiplicity: 1

```
10
C3H5ClO (wB97M-V/def2-TZVPD)
C -1.804 0.435 0.188
C -0.416 -0.079 0.104
C 0.692 0.484 -0.125
H -2.743 -1.222 0.190
H -2.034 1.396 -0.227
H -1.973 0.702 1.241
H -0.303 -1.171 0.270
H 0.626 1.512 -0.561
O -2.876 -0.395 -0.245
Cl 2.271 -0.182 0.003
```


C3H5ClO2 | wB97M-V/def2-TZVPD

Results
- HOMO-LUMO gap: 0.3465 Ha
- Relative energy (zero: lowest compared OMol25 entry of this formula, charge and spin): 460.0 kJ/mol
- Energy: -19805.065 eV
- Multiplicity: 1

```
11
C3H5ClO2 (wB97M-V/def2-TZVPD)
C -0.166 0.682 0.458
C 0.561 -0.262 -0.664
C -0.546 -0.692 0.284
H -0.518 2.452 -0.258
H 0.366 1.166 1.372
H 0.443 0.244 -1.726
H 1.576 -1.818 0.102
H -0.296 -1.515 1.081
O -1.105 1.389 -0.288
O 1.850 -0.774 -0.170
Cl -2.165 -0.873 -0.191
```


C3H5ClO2 | wB97M-V/def2-TZVPD

Results
- HOMO-LUMO gap: 0.4131 Ha
- Relative energy (zero: lowest compared OMol25 entry of this formula, charge and spin): 36.0 kJ/mol
- SMILES: C[C@H](Cl)C(=O)O
- Energy: -19809.459 eV
- Multiplicity: 1

```
11
C3H5ClO2 (wB97M-V/def2-TZVPD)
C -1.139 -1.597 0.342
C -0.435 -0.280 0.325
C 0.972 -0.279 0.044
H -2.088 -1.455 0.832
H -1.393 -1.909 -0.683
H -0.455 -2.325 0.766
H -0.380 0.094 1.307
H 2.458 0.823 0.078
O 1.499 0.996 0.123
O 1.748 -1.247 -0.013
Cl -1.206 1.160 -0.438
```


C3H5ClO2S | wB97M-V/def2-TZVPD

Results
- HOMO-LUMO gap (alpha / beta): 0.2998 / 0.2998 Ha
- Relative energy (zero: lowest compared OMol25 entry of this formula, charge and spin): 295.0 kJ/mol
- Energy: -30641.169 eV
- Multiplicity: 1

```
12
C3H5ClO2S (wB97M-V/def2-TZVPD)
C -0.154 0.444 0.196
C 1.097 0.541 0.954
C -1.109 -1.207 0.234
O -1.309 0.533 -2.201
O 0.645 1.989 -1.792
S -0.108 0.806 -1.460
Cl 0.055 -2.463 -0.099
H 1.715 -0.359 0.911
H 0.852 0.733 1.999
H 1.659 1.393 0.570
H -1.497 -1.294 1.237
H -1.844 -1.116 -0.550
```


C3H5ClO5S2 | wB97M-V/def2-TZVPD

Results
- HOMO-LUMO gap (alpha / beta): 0.2647 / 0.2649 Ha
- Relative energy (zero: lowest compared OMol25 entry of this formula, charge and spin): 164.3 kJ/mol
- Energy: -47616.719 eV
- Multiplicity: 1

```
16
C3H5ClO5S2 (wB97M-V/def2-TZVPD)
C -0.386 -0.454 0.568
C 1.775 1.401 2.036
C -0.615 -0.758 -0.889
O 3.258 -0.616 1.559
O -0.194 3.196 1.546
O 1.099 2.263 -0.395
O 0.973 -0.865 0.938
O -0.581 0.900 0.924
S 2.219 0.124 0.905
S 0.494 2.110 0.934
Cl 3.067 -0.422 -1.316
H -0.945 -1.122 1.256
H 2.587 2.147 2.012
H -1.616 -1.045 -1.012
H 0.088 -1.571 -1.103
H -0.296 0.174 -1.490
```


C3H5ClOS | wB97M-V/def2-TZVPD

Results
- HOMO-LUMO gap: 0.3787 Ha
- Relative energy (zero: lowest compared OMol25 entry of this formula, charge and spin): 314.1 kJ/mol
- Energy: -28593.886 eV
- Multiplicity: 1

```
11
C3H5ClOS (wB97M-V/def2-TZVPD)
C 0.141 0.532 -0.072
C 0.964 -0.525 -0.002
C -1.310 0.230 -0.616
H -0.284 -0.155 2.224
H 0.520 1.382 -0.739
H 0.680 -1.578 0.486
H 1.908 -0.133 0.269
H -2.097 -0.422 0.378
O -1.729 0.659 -1.799
S -0.357 1.083 1.609
Cl 1.563 -1.073 -1.737
```


C3H5ClS | wB97M-V/def2-TZVPD

Results
- HOMO-LUMO gap: 0.3461 Ha
- Relative energy (zero: lowest compared OMol25 entry of this formula, charge and spin): 204.9 kJ/mol
- Energy: -26546.848 eV
- Multiplicity: 1

```
10
C3H5ClS (wB97M-V/def2-TZVPD)
C -0.727 -0.715 1.492
C 0.349 0.556 0.203
C 0.282 0.149 -1.288
S -1.121 0.972 1.187
Cl 0.897 1.401 -2.330
H -1.210 -1.382 0.871
H -0.084 -1.104 2.219
H 1.376 0.994 0.553
H -0.688 -0.155 -1.535
H 0.924 -0.717 -1.373
```


C3H5ClS2 | wB97M-V/def2-TZVPD

Results
- HOMO-LUMO gap: 0.3025 Ha
- Relative energy (zero: lowest compared OMol25 entry of this formula, charge and spin): 70.1 kJ/mol
- SMILES: S=C(CS)CCl
- Energy: -37383.925 eV
- Multiplicity: 1

```
11
C3H5ClS2 (wB97M-V/def2-TZVPD)
C -0.051 1.081 0.748
C -0.839 -0.153 0.133
C -0.040 -1.196 -0.623
H 1.827 0.821 -0.859
H 0.478 0.618 1.660
H -0.749 1.840 1.038
H -0.525 -2.148 -0.811
H 0.234 -0.591 -1.535
S 1.133 1.863 -0.271
S -2.463 -0.116 -0.035
Cl 1.506 -1.581 0.226
```


Which formula does entry 6 have?
C3H5ClOS


Which formula does entry 3 have?
C3H5ClO2


Which value of relative energy (zero: lowest compared OMol25 entry of this formula, charge and spin) does entry 6 give?
314.1 kJ/mol


The lowest energy belongs to which entry?
C3H5ClO5S2